No. 1
Entry from the OMol25 dataset: a molecular structure, C31H53N4O3PPdS in a non-equilibrium geometry (ωB97M-V with the def2-TZVPD basis set).

Structure (XYZ):
```
94
Properties=species:S:1:pos:R:3:forces:R:3
H 5.100700 0.224500 4.026000 -0.109 -0.259 -0.088
H -7.002400 2.539200 -1.925600 -0.072 -0.066 0.006
C 3.471200 0.069700 2.717600 -0.290 0.419 -0.276
H -3.853700 2.204200 0.905900 -0.429 -0.126 0.114
C -4.103200 0.743400 -1.621200 0.124 -0.080 -0.221
C -4.391300 0.388400 -0.158900 0.787 0.202 -0.010
H 0.950800 0.094800 1.421400 -0.159 -0.049 0.185
C 4.090500 1.039000 1.721200 -0.292 -0.139 -0.251
H -3.013700 -3.303500 -3.514800 0.020 -0.060 -0.020
H -2.343300 -1.168500 2.765600 0.004 0.014 -0.092
C 1.363100 1.504500 2.816000 0.276 0.617 0.152
C -3.153800 -0.493200 2.456200 0.546 0.499 -0.380
C 1.916200 5.679200 -1.834800 -0.355 -0.005 0.181
C -1.598900 -1.943400 -1.236400 0.252 -0.188 -0.046
C -2.706300 0.489000 4.703400 -0.116 -0.039 -0.036
H 1.213600 2.863400 1.188100 0.152 0.056 0.096
H 1.984400 0.039100 4.291900 0.038 -0.019 0.118
C -4.777800 1.683800 0.579900 0.123 0.285 0.047
C -0.222000 5.286800 -0.797800 0.130 -0.646 -0.087
H 2.563400 3.215100 2.262100 -0.013 0.020 0.044
H 1.551500 0.994600 -0.439200 0.367 -0.071 0.003
H -3.050800 -4.748900 -2.521300 -0.029 -0.013 -0.066
Pd -1.387900 1.491200 0.434100 0.047 -3.503 1.247
H -2.937400 1.367800 5.304100 0.097 0.048 0.038
S -1.099200 3.830700 -0.282700 1.471 1.271 -0.735
N 0.426900 0.607700 2.144900 -1.006 -0.529 -0.712
H 4.810000 0.526900 1.078200 0.102 -0.028 0.020
H -3.386000 1.581600 -1.635000 -0.235 -0.214 -0.143
C -1.571400 -3.317100 -1.902600 -0.010 0.135 -0.125
H -5.210300 1.732000 -3.187500 0.052 -0.022 -0.030
H -7.026800 1.157700 -0.847000 -0.070 -0.034 -0.013
H -5.299600 -0.782300 2.209800 -0.046 -0.034 -0.107
C -3.575100 -0.696200 5.157800 -0.133 0.071 0.023
C -5.420500 1.114600 -2.314600 -0.092 0.035 0.039
H 2.968900 1.509300 4.237400 0.058 0.062 0.100
C 2.460500 0.762600 3.625200 -0.323 -0.142 -0.197
H -5.507900 -1.547600 4.714200 -0.059 0.065 -0.045
C -4.094000 -3.053900 -1.671100 0.049 -0.082 0.019
H -5.372300 0.169000 4.369400 -0.103 0.015 -0.030
P -2.851200 -0.274700 0.628900 -1.313 -0.586 0.622
H -1.277400 -4.064700 -1.162800 0.077 -0.032 0.021
C -0.484100 6.632000 -0.695500 -0.195 0.178 0.034
H -4.579100 -2.513100 0.355300 -0.035 -0.133 0.089
H 3.426400 2.355600 0.152700 -0.081 -0.169 0.165
H -5.380700 1.440400 1.456700 0.137 0.055 0.086
C 0.485000 7.511400 -1.175500 -0.209 -0.106 0.101
H -2.134600 1.426000 2.818200 -0.323 -0.121 0.228
H -1.411100 6.987300 -0.275500 -0.061 0.128 0.089
C 0.948200 4.806200 -1.366500 0.407 0.144 -0.137
C 1.069800 3.308400 -1.368200 0.827 0.776 -0.375
H 2.995800 -0.746500 2.167200 0.186 -0.063 0.181
H -4.855700 3.285900 -0.866300 -0.005 0.098 0.065
H 2.406200 7.744000 -2.084500 0.032 0.088 -0.041
H 4.204100 -1.156600 4.281900 0.153 0.111 -0.151
H -0.013100 -0.029000 2.803300 -0.024 0.021 -0.056
O 2.068500 2.728500 -1.747700 -0.060 -0.130 -0.138
C 2.971600 1.642900 0.855400 0.350 0.331 0.178
C 2.013500 2.410300 1.772400 -0.148 -0.130 -0.210
H 0.798000 2.123600 3.521800 0.073 -0.107 -0.084
H 0.309300 8.574100 -1.106100 -0.017 0.067 -0.013
O -1.109800 3.640900 1.171000 0.043 0.902 0.311
H -3.650400 -0.091700 -2.155800 0.074 0.088 -0.005
H -0.824500 -3.330600 -2.696000 0.068 -0.055 0.070
C -4.842700 -0.782200 4.314200 0.161 -0.130 0.089
H -0.590600 -1.623400 -0.952400 -0.053 0.032 -0.080
H -3.503600 -3.889700 0.199500 0.055 0.068 0.151
H -5.203600 -0.344900 -0.114700 0.248 -0.140 0.125
H -3.027200 -1.634100 5.053000 0.057 -0.078 0.092
H -4.427100 -2.212200 2.748000 -0.042 -0.031 -0.053
N 4.574000 -0.527300 3.558400 0.118 -0.094 0.177
H -1.980200 -1.213400 -1.951900 0.045 0.053 -0.019
H -3.836500 -0.586900 6.209600 0.087 -0.077 0.016
H -1.884800 -2.438700 0.830400 -0.064 0.147 -0.074
C -2.963400 0.818800 3.228900 0.345 0.177 0.061
H 4.601000 1.853100 2.239700 0.107 0.009 0.057
H -6.206100 3.272900 0.265900 0.079 0.044 0.013
C -5.554700 2.639200 -0.335700 -0.141 -0.048 -0.094
C -3.722000 -2.897200 -0.199600 -0.396 0.208 0.015
N 2.271400 0.565500 0.149200 -0.013 -0.148 -0.236
H -5.907500 0.205000 -2.672800 0.050 -0.009 -0.068
C -4.495000 -1.129400 2.857100 -0.142 -0.113 -0.109
H -4.376500 -2.086900 -2.086100 -0.080 0.076 -0.027
C -6.366000 1.857400 -1.363100 0.047 0.163 0.038
H -3.867700 1.418400 3.153900 0.025 0.084 -0.121
C -2.483300 -2.002700 0.017400 0.717 0.637 -0.037
H -1.651100 0.250100 4.857000 0.083 0.054 0.050
H 5.230500 -1.051700 2.968100 -0.070 0.069 0.183
N -0.029000 2.733600 -0.851600 -1.362 0.103 0.374
C -2.946500 -3.664700 -2.487900 0.016 0.012 0.070
C 1.666900 7.041600 -1.731600 0.069 -0.060 0.004
O -2.383100 3.604400 -0.887700 -0.634 0.049 -0.240
H -4.972300 -3.697500 -1.739800 -0.040 0.127 -0.013
H 2.831700 5.297000 -2.253700 0.104 -0.084 -0.105
H 2.910400 0.123200 -0.507900 -0.085 0.080 0.005
```
Forces are in eV/Å.

**Orbital gap (alpha / beta)**: 6.2317 / 6.0208 eV
**HOMO energy (alpha / beta)**: -13.966 / -13.970 eV
**2S+1**: 1
**LUMO energy (alpha / beta)**: -7.734 / -7.949 eV
**Net charge**: +2
**Energy above the lowest of the compared OMol25 structures with the same formula, charge and spin**: 410.77 kJ/mol

No. 2
Entry from the OMol25 dataset: 3 unconnected molecules or ions with the total composition C31H54N2O9P2 in a non-equilibrium geometry (ωB97M-V with the def2-TZVPD basis set).

Structure (XYZ):
```
98
Properties=species:S:1:pos:R:3:forces:R:3
C 10.381222 -5.192491 2.802560 -0.107 0.562 -0.302
C -8.461354 9.186499 -3.781004 0.097 0.131 -0.058
C 2.029563 1.630435 0.127675 -3.358 -0.052 2.516
H -10.320714 8.717479 -4.748620 0.038 -0.195 0.023
P -8.282351 6.065145 -3.443532 4.684 -5.177 -7.153
C 1.932361 1.071778 1.665854 -1.595 1.310 -2.382
H 10.356330 -9.837085 5.041947 -0.156 0.093 -0.084
H 8.546199 -4.308417 2.019492 0.270 -0.083 -0.047
O 9.278696 -8.356736 4.153139 0.761 -1.762 -3.204
H 11.743149 -8.114163 2.923131 0.070 -0.002 -0.079
H 5.737134 -10.181677 2.905086 0.104 0.055 -0.006
H -4.289461 -2.256339 -0.921302 0.983 2.473 -0.352
H 10.162450 -10.002729 3.291563 0.120 -0.166 0.153
H -5.209569 7.379404 -4.495926 -0.163 0.018 -0.088
H 9.178897 -3.522125 3.454317 0.114 -0.055 -0.098
C -4.065644 1.421613 -0.095084 -0.855 0.260 -0.206
C -4.938948 5.271936 -4.196256 0.097 -0.188 -0.109
H -5.646845 -0.220444 -0.111861 2.485 0.216 0.418
H 3.650527 -0.697892 -0.306955 0.503 1.848 -1.533
H -9.944248 3.057699 -4.288976 0.157 0.126 0.022
H -5.477420 4.399131 -3.814620 0.011 0.240 0.126
H 0.625887 2.716480 -1.639956 0.009 -1.023 2.774
C -0.679516 0.712443 4.723765 0.684 0.867 -3.526
O -8.838201 4.760148 -4.298507 -0.420 0.240 0.574
H -11.210017 5.614338 -3.184562 -0.085 -0.009 0.041
H 6.188928 0.674229 -1.787334 -0.943 -0.971 2.112
C 4.015286 0.119603 -1.069588 1.464 -0.001 0.718
C 9.472870 -4.007268 2.517465 -0.119 0.170 0.042
H -5.085386 -0.190455 2.340936 1.706 -0.985 -1.302
O 8.773987 -6.716051 1.360170 1.985 -4.136 -0.526
H -7.847129 9.271660 -4.682444 -0.149 -0.027 0.103
H -10.206334 8.109903 -3.091320 -0.131 0.206 -0.073
H -4.190061 1.944097 0.970163 0.847 -1.145 -2.391
H 3.047740 2.002893 -1.913800 0.438 -0.647 2.433
H -2.648319 -1.362996 -0.635691 -2.275 0.354 -0.742
H 11.208353 -4.868691 3.439695 -0.064 -0.130 0.121
H -5.706417 6.842675 -2.899204 0.004 -0.188 -0.121
H 10.826645 -5.590097 1.884598 -0.186 0.094 0.063
C 6.509486 -2.518734 0.120684 -3.114 9.061 -3.004
H 9.983189 -3.270168 1.889885 -0.067 -0.059 0.068
C 11.689771 -8.597663 3.902103 0.144 0.060 0.073
O -7.423827 5.223910 -2.467575 -2.831 3.033 2.041
C 6.238863 -1.183036 -0.304054 0.945 -8.802 2.543
H -3.954084 5.310352 -3.720686 -0.073 0.007 -0.050
H 5.493602 -7.740367 2.957777 0.177 0.091 -0.012
H 7.503340 -10.045332 2.877762 -0.034 -0.084 -0.024
C 6.583747 -9.567808 3.227499 -0.065 -0.233 0.103
C -4.287485 -0.713320 1.652351 -0.423 -0.303 -1.189
C -4.471483 -0.155731 0.086707 -0.805 -0.485 0.371
H -4.544454 -1.873446 1.586037 0.668 2.434 0.439
C -0.690953 2.350943 0.405347 2.413 0.041 -0.637
C -11.210290 4.724487 -3.820298 -0.254 0.050 -0.045
C -2.598252 1.691551 -0.773527 -0.451 -0.310 -0.844
C 5.654917 0.302744 -0.802434 0.439 -1.445 0.399
N 0.630102 0.577410 4.000002 -5.678 2.454 -1.566
H -3.714294 -0.761271 -2.070368 -0.407 -0.876 2.025
P 9.012355 -7.490926 2.679254 -4.122 7.997 4.409
H 6.618770 -9.559544 4.321739 -0.044 0.047 -0.186
H 2.873279 0.569250 2.153694 -2.073 1.126 -1.043
H 11.840336 -7.817739 4.654544 -0.064 -0.154 -0.076
H 12.508403 -9.319685 3.969030 -0.088 0.055 -0.047
H -11.401321 5.058513 -4.845280 0.059 -0.106 0.153
C 0.562882 1.133571 2.605980 -0.147 0.352 -0.890
H 4.155020 2.366696 -0.411655 -1.656 -1.688 -0.798
O -9.241627 7.005104 -4.534022 -0.656 0.386 3.649
O 9.667155 -6.199740 3.502053 0.956 -1.192 -0.413
C -5.702266 6.564967 -3.958453 0.495 -0.352 0.112
H -5.970252 2.695779 -0.391455 1.226 -1.356 -1.597
H 5.876093 1.076102 0.057109 -0.511 -1.690 -1.691
O 7.459706 -7.311825 3.227136 0.146 -0.615 -0.399
H -4.673714 2.913584 -1.760933 -1.211 -1.511 1.384
H 6.341927 -3.653219 0.451976 0.723 3.253 -0.913
C -2.013575 1.342091 4.037444 1.730 0.214 -1.734
H -9.648643 3.749298 -2.689597 0.038 -0.088 0.022
H -4.800231 5.106651 -5.269995 0.014 0.102 0.120
O -1.939498 2.912044 -0.200013 2.945 -3.313 1.264
C 10.351407 -9.285336 4.097287 0.667 -0.409 0.411
C -9.643546 8.265366 -4.017954 -0.183 0.848 -0.146
C 0.656199 2.292834 -0.529011 -1.290 -1.165 4.364
H -2.713702 1.934541 -1.935361 0.069 -0.623 2.459
N -2.123274 1.897941 2.644945 5.534 -2.883 3.881
H 6.530035 -8.160292 1.589137 -0.058 0.050 -0.055
H -7.815945 8.800091 -2.987819 0.041 0.042 0.088
C -9.884357 3.995375 -3.728554 -0.318 -0.231 -0.110
H -8.801338 10.183282 -3.486403 0.024 -0.111 0.012
C -3.772501 -1.184280 -0.981046 0.904 -0.233 0.937
O -7.023993 6.453318 -4.462738 -0.573 1.141 0.882
H -5.682234 1.295855 -1.752201 0.681 1.715 1.344
C -5.202453 2.117488 -1.067662 0.776 0.436 0.105
C 6.465695 -8.158858 2.680652 -0.353 -0.181 0.110
H -12.032388 4.077119 -3.499971 0.091 0.073 0.010
H -3.203768 -0.539285 2.057771 -2.112 -0.393 -0.789
C 3.357371 1.604409 -0.839901 -0.769 0.069 -0.192
H -0.757525 0.314312 5.838871 0.367 0.929 -2.740
H -3.003728 1.362976 4.700955 2.387 0.010 -1.753
H 3.898278 -0.298793 -2.160774 -0.007 0.970 2.216
H -1.838807 0.804990 -0.693449 -1.716 1.525 -0.016
C -0.784410 1.787522 1.972443 0.473 -0.004 -0.887
```
Forces are in eV/Å.

**Orbital gap**: 6.2198 eV
**SMILES**: C#CCCCc1cc(OC[C@@H](C)C(C)C)c2nccnc2c1.CCOP(=O)(OCC)OCC.CCOP(=O)(OCC)OCC
**HOMO energy**: -8.132 eV
**2S+1**: 1
**LUMO energy**: -1.912 eV
**Net charge**: 0

Calculated molar mass, 699.3 660.7 g mol⁻¹ (same order as the records).